One molecule with the formula C2H4N2O2, computed with ωB97M-V/def2-TZVPD.

The energy above the lowest of the compared OMol25 structures with the same formula, charge and spin comes out at 55.3 kJ/mol. Its LUMO energy is 0.7 eV. The SMILES is NC(=O)NC=O. The calculation puts the HOMO-LUMO gap at 11.1 eV.

Geometry as ORCA input:
```
! wB97M-V def2-TZVPD RIJCOSX def2/J DEFGRID3
* xyz 0 1
N -0.937 -0.933 -1.233
C -0.641 -0.265 -0.002
O -1.400 -0.088 0.924
N 0.663 0.195 -0.008
C 1.183 1.002 0.991
O 2.255 1.544 0.884
H -1.901 -0.750 -1.484
H -0.940 -1.936 -1.067
H 1.202 0.137 -0.864
H 0.515 1.093 1.860
*
```

Atom charges from the Mulliken analysis, given in e for atoms 1 to 5:
1 N -0.5912
2 C 0.5528
3 O -0.5475
4 N -0.1459
5 C 0.0735